This record from OMol25 describes the molecule C5H10O2. The level of theory is ωB97M-V/def2-TZVPD.

The SMILES is C=COC[C@@H](C)O. As for the HOMO energy: -9.20 eV. Its relative energy (zero: lowest compared OMol25 entry of this formula, charge and spin) is 1.988 eV.

The geometry in ORCA input format:
```
! RIJCOSX wB97M-V def2-TZVPD def2/J DEFGRID3
* xyz 0 1
C 1.7332 1.6096 0.2304
C 1.0313 0.2660 0.1199
O 1.7740 -0.6644 0.8791
C -0.3910 0.3388 0.6642
C -2.0326 -0.9347 -1.3263
C -1.7914 -1.4330 -0.1167
O -0.9394 -0.9656 0.8314
H 1.2782 2.3550 -0.4313
H 1.6903 1.9769 1.2625
H 2.7867 1.4948 -0.0428
H 0.9995 -0.0458 -0.9383
H 1.2221 -1.4558 0.9537
H -0.3725 0.7779 1.6648
H -1.0343 0.9560 0.0280
H -1.5121 -0.0760 -1.7325
H -2.7857 -1.3980 -1.9499
H -2.2964 -2.3198 0.2552
*
```

Charge distribution, natural (NBO) scheme, values in e:
1 C -0.623
2 C 0.070
3 O -0.717
4 C -0.095
5 C -0.549
6 C 0.158
7 O -0.518
8 H 0.210
9 H 0.211
10 H 0.228
11 H 0.157
12 H 0.478
13 H 0.194
14 H 0.188
15 H 0.200
16 H 0.218
17 H 0.189

This record from OMol25 describes a 13-piece molecular cluster, C48H72N6O10 overall at a distorted geometry. The level of theory is ωB97M-V/def2-TZVPD.

As for the HOMO energy (spin up / spin down): -9.38 / -9.38 eV.

The geometry in ORCA input format:
```
! RIJCOSX wB97M-V def2-TZVPD def2/J DEFGRID3
* xyz 1 2
O -0.3324 -4.9871 1.4959
C -1.2819 -4.3894 0.9509
O -1.9613 -4.8862 -0.2054
C -3.0796 -4.0597 -0.4717
C -2.7605 -2.7619 0.1673
C -1.9527 -3.0887 1.3587
H -3.9802 -4.4721 -0.0170
H -3.2041 -4.0366 -1.5543
H -3.6475 -2.1333 0.2470
H -2.2251 -2.1377 -0.5482
H -2.5730 -3.3351 2.2205
H -1.2896 -2.2797 1.6653
O 0.2569 -0.4559 5.0179
C -0.1806 -1.5490 4.8981
O -1.4399 -1.8351 5.1781
C -1.6170 -3.1944 5.0922
C -0.2812 -3.8448 4.9872
C 0.5779 -2.8182 4.3800
H -2.1817 -3.2570 4.1620
H -2.1684 -3.5159 5.9758
H -0.2623 -4.7705 4.4120
H 0.1150 -4.1174 5.9654
H 0.6142 -2.9096 3.2945
H 1.5940 -2.7607 4.7704
O -1.4322 4.8960 2.0767
C -1.4073 4.0524 2.9520
O -0.2384 3.4910 3.4180
C -0.4233 2.4868 4.3820
C -1.9201 2.2703 4.4862
C -2.4872 3.5694 3.8198
H -0.0257 2.8821 5.3167
H 0.1052 1.5911 4.0557
H -2.1735 1.9941 5.5097
H -2.0890 1.3819 3.8776
H -2.6446 4.3876 4.5225
H -3.4088 3.3678 3.2739
N 6.4084 -1.7410 1.6282
C 6.4027 -2.3704 2.8012
C 5.4144 -1.7781 3.5663
C 4.8580 -0.7696 2.8623
C 5.5004 -0.6988 1.6827
H 7.1288 -1.8547 0.9294
H 7.0657 -3.2077 2.9623
H 5.0830 -2.0133 4.5669
H 4.0064 -0.1461 3.0910
H 5.3934 -0.0735 0.8087
N 4.8715 0.4191 -3.1051
C 5.5036 0.6838 -4.2554
C 4.5379 0.6407 -5.2562
C 3.3615 0.0563 -4.7003
C 3.6216 -0.0651 -3.3332
H 5.2780 0.3669 -2.1819
H 6.5522 0.9365 -4.1997
H 4.6893 0.7679 -6.3180
H 2.4596 -0.2127 -5.2299
H 3.0517 -0.3692 -2.4677
N -0.6594 -1.4787 -4.7024
C 0.0664 -1.6394 -3.5586
C -0.0074 -2.9876 -3.2107
C -0.5350 -3.6848 -4.2720
C -1.0696 -2.7025 -5.1672
H -0.8134 -0.6004 -5.1767
H 0.4916 -0.7281 -3.1647
H 0.3697 -3.2393 -2.2305
H -0.5638 -4.7643 -4.2871
H -1.5586 -2.8298 -6.1217
N 3.8380 -2.6046 0.0806
C 2.8539 -3.3785 0.6227
C 2.3783 -4.1762 -0.4168
C 3.0922 -3.9050 -1.6263
C 3.9871 -2.8816 -1.2501
H 4.4077 -1.9513 0.5992
H 2.5086 -3.3405 1.6452
H 1.6425 -4.9633 -0.3426
H 2.9538 -4.3833 -2.5847
H 4.6323 -2.2032 -1.7885
N 0.9217 3.0897 -2.4969
C 0.0553 4.1677 -2.3650
C -0.8764 4.0674 -3.4216
C -0.4784 2.9348 -4.2318
C 0.6759 2.4461 -3.6689
H 1.7031 2.9071 -1.8836
H 0.1902 4.9538 -1.6368
H -1.6423 4.7827 -3.6825
H -0.8944 2.4991 -5.1282
H 1.3530 1.6389 -3.9062
N -4.9475 0.4763 3.6787
C -6.0759 1.2514 3.6138
C -6.0268 1.8836 2.3719
C -5.0563 1.3249 1.5670
C -4.3521 0.4705 2.4421
H -4.7155 -0.1611 4.4271
H -6.6278 1.4228 4.5262
H -6.8005 2.5891 2.1074
H -5.0148 1.4831 0.4995
H -3.4798 -0.1115 2.1834
C 0.2276 0.1007 -0.6690
C 0.0560 0.2381 0.7676
O -1.0584 0.4862 1.2428
C 1.3315 -0.2149 1.4885
H 0.9228 0.8297 -1.0853
H -0.7259 0.3447 -1.1375
H 0.5744 -0.8899 -0.9629
H 2.2406 0.3787 1.3916
H 1.6136 -1.2184 1.1698
H 0.9719 -0.2237 2.5174
C 3.0444 4.5499 -0.0751
C 3.8590 3.3807 -0.6365
O 3.3990 2.2651 -0.6335
C 5.2432 3.7433 -1.2433
H 2.7816 5.2361 -0.8803
H 3.5510 5.0940 0.7220
H 2.1342 4.1185 0.3414
H 5.8251 2.8301 -1.3686
H 5.8938 4.4264 -0.6973
H 5.1422 4.2372 -2.2097
C -3.9458 4.9336 -1.6580
C -3.9316 3.4901 -1.4567
O -4.7225 2.7178 -1.9428
C -2.8682 2.8821 -0.5795
H -4.7888 5.2786 -1.0593
H -4.0627 5.0474 -2.7358
H -2.9727 5.3689 -1.4306
H -2.8145 1.7935 -0.5928
H -2.8712 3.3153 0.4207
H -1.8837 3.2460 -0.8737
C -4.3179 -1.9170 -3.7831
C -4.2254 -1.2080 -2.4337
O -5.1662 -1.3157 -1.6397
C -3.0132 -0.2985 -2.2503
H -3.4457 -2.5511 -3.9424
H -4.3172 -1.1449 -4.5525
H -5.3326 -2.2836 -3.9383
H -3.2886 0.6720 -2.6629
H -2.0852 -0.5976 -2.7375
H -2.6818 -0.1600 -1.2212
*
```

Results of the Löwdin charge analysis, in e, for atoms 1 through 99:
1 O 0.074
2 C -0.339
3 O 0.002
4 C -0.180
5 C -0.190
6 C -0.072
7 H 0.140
8 H 0.122
9 H 0.119
10 H 0.093
11 H 0.123
12 H 0.118
13 O 0.123
14 C -0.477
15 O 0.056
16 C -0.184
17 C -0.171
18 C -0.067
19 H 0.107
20 H 0.142
21 H 0.124
22 H 0.130
23 H 0.098
24 H 0.129
25 O 0.088
26 C -0.467
27 O 0.005
28 C -0.193
29 C -0.122
30 C -0.049
31 H 0.130
32 H 0.089
33 H 0.118
34 H 0.084
35 H 0.139
36 H 0.114
37 N 0.009
38 C -0.110
39 C -0.103
40 C -0.133
41 C -0.183
42 H 0.160
43 H 0.121
44 H 0.105
45 H 0.107
46 H 0.110
47 N -0.002
48 C -0.123
49 C -0.088
50 C -0.116
51 C -0.169
52 H 0.137
53 H 0.116
54 H 0.094
55 H 0.076
56 H 0.090
57 N 0.095
58 C 0.006
59 C 0.001
60 C 0.030
61 C 0.042
62 H 0.175
63 H 0.115
64 H 0.108
65 H 0.133
66 H 0.150
67 N 0.025
68 C -0.125
69 C -0.126
70 C -0.092
71 C -0.132
72 H 0.073
73 H 0.104
74 H 0.084
75 H 0.087
76 H 0.090
77 N 0.025
78 C -0.105
79 C -0.084
80 C -0.097
81 C -0.166
82 H 0.092
83 H 0.112
84 H 0.089
85 H 0.081
86 H 0.075
87 N 0.008
88 C -0.119
89 C -0.134
90 C -0.090
91 C -0.141
92 H 0.147
93 H 0.105
94 H 0.094
95 H 0.086
96 H 0.082
97 C -0.036
98 C -0.444
99 O 0.067

This record from OMol25 describes the molecule C10H15ClSi2 at a distorted geometry. The level of theory is ωB97M-V/def2-TZVPD.

The SMILES is C=C[Si](C=C)=CCC/C=[Si](/Cl)C=C. As for the HOMO energy (spin up / spin down): -7.42 / -7.42 eV. Its relative energy (zero: lowest compared OMol25 entry of this formula, charge and spin) is 1.260 eV.

The geometry in ORCA input format:
```
! RIJCOSX wB97M-V def2-TZVPD def2/J DEFGRID3
* xyz 0 1
C -0.5577 1.7122 -0.5789
C -0.0849 -0.6791 2.5479
C -4.1830 -1.9797 -0.7605
C 0.6003 1.3870 -1.5615
C 3.6504 1.9334 0.6137
C -1.7388 0.7471 -0.6623
C -0.5669 -1.5310 1.6308
C -3.0754 -2.1887 -0.1183
C 1.0736 0.0359 -1.4282
C 3.6863 0.6516 0.4971
Si -1.7612 -0.8724 0.2216
Si 2.4155 -0.4428 -0.3986
Cl 2.7512 -2.3531 0.0393
H -0.9767 2.7806 -0.8846
H -0.0977 1.9033 0.3927
H 0.8168 -0.7981 3.2732
H -0.4908 0.3024 2.3952
H -5.0414 -2.7273 -0.9484
H -4.4486 -0.9098 -1.0996
H 0.2402 1.6566 -2.6835
H 1.4373 2.1019 -1.4964
H 4.4370 2.3386 1.1781
H 2.7994 2.5357 0.2724
H -2.4624 0.9772 -1.4237
H -0.3624 -2.5941 1.6913
H -2.9047 -3.2166 0.1799
H 0.3560 -0.7267 -1.6703
H 4.4886 -0.0440 0.7816
*
```

Charge distribution, natural (NBO) scheme, values in e:
1 C -0.435
2 C -0.361
3 C -0.323
4 C -0.440
5 C -0.328
6 C -0.836
7 C -0.627
8 C -0.690
9 C -0.889
10 C -0.648
11 Si 1.401
12 Si 1.389
13 Cl -0.351
14 H 0.201
15 H 0.201
16 H 0.213
17 H 0.190
18 H 0.204
19 H 0.190
20 H 0.191
21 H 0.204
22 H 0.200
23 H 0.209
24 H 0.226
25 H 0.219
26 H 0.224
27 H 0.238
28 H 0.227

This record from OMol25 describes C15H24BMnNO4 as an isolated structure at a distorted geometry. The level of theory is ωB97M-V/def2-TZVPD.

As for the HOMO energy (spin up / spin down): -12.11 / -12.31 eV.

The geometry in ORCA input format:
```
! RIJCOSX wB97M-V def2-TZVPD def2/J DEFGRID3
* xyz 1 5
Mn 10.2521 7.3076 6.3663
C 11.4576 10.5362 5.1621
C 11.6361 9.5337 6.3310
C 12.4812 8.3877 6.1458
C 12.5348 7.4291 7.1787
C 11.7080 7.5440 8.2990
C 10.7981 8.6068 8.4781
C 10.8660 9.6390 7.5251
H 11.9475 10.1670 4.2535
H 11.9326 11.4439 5.5036
H 10.3880 10.7220 5.0434
H 13.0643 8.1503 5.3052
H 13.1472 6.5715 7.0580
H 11.7390 6.6760 9.0100
H 10.1741 8.6539 9.4881
H 10.1180 10.4492 7.5464
N 10.1390 5.1544 5.8496
C 9.0750 5.1589 4.7728
C 8.8604 6.5693 4.1372
O 8.1826 6.7002 3.1507
O 9.3733 7.6002 4.7669
H 11.0053 4.7173 5.5301
H 9.7743 4.6226 6.5984
H 8.1585 4.9161 5.3230
H 9.2104 4.3729 3.9409
C 5.0666 7.6613 5.4173
C 5.9573 7.9487 6.6076
C 5.1720 7.6500 7.8579
O 7.1899 7.1025 6.5944
B 8.1984 7.9235 6.8196
O 7.9856 9.2606 6.8870
C 6.5097 9.4520 6.5463
C 6.3832 10.0614 5.2019
C 6.0814 10.3942 7.6487
H 4.5628 6.7323 5.7127
H 5.5783 7.5548 4.4342
H 4.3424 8.4580 5.3512
H 5.0509 6.6003 7.9997
H 4.2200 8.1799 7.7785
H 5.6581 8.1356 8.6684
H 6.7569 9.4988 4.3842
H 6.8917 11.0003 5.1522
H 5.3210 10.3578 5.1178
H 6.2783 9.9991 8.6360
H 5.0625 10.7504 7.7136
H 6.6687 11.3922 7.4600
*
```

Charge distribution, natural (NBO) scheme, values in e:
1 Mn 1.255
2 C -0.633
3 C 0.022
4 C -0.252
5 C -0.253
6 C -0.291
7 C -0.219
8 C -0.207
9 H 0.238
10 H 0.243
11 H 0.245
12 H 0.251
13 H 0.248
14 H 0.258
15 H 0.288
16 H 0.270
17 N -0.908
18 C -0.356
19 C 0.765
20 O -0.565
21 O -0.788
22 H 0.401
23 H 0.396
24 H 0.245
25 H 0.250
26 C -0.642
27 C 0.267
28 C -0.636
29 O -0.762
30 B 0.934
31 O -0.784
32 C 0.267
33 C -0.654
34 C -0.644
35 H 0.222
36 H 0.246
37 H 0.225
38 H 0.234
39 H 0.229
40 H 0.210
41 H 0.242
42 H 0.228
43 H 0.231
44 H 0.221
45 H 0.236
46 H 0.230

This record from OMol25 describes the molecule C4H8N2O2 at a distorted geometry. The level of theory is ωB97M-V/def2-TZVPD.

The SMILES is O=NN1CCOCC1. As for the HOMO energy: -9.44 eV. Its relative energy (zero: lowest compared OMol25 entry of this formula, charge and spin) is 6.697 eV.

The geometry in ORCA input format:
```
! RIJCOSX wB97M-V def2-TZVPD def2/J DEFGRID3
* xyz 0 1
C 0.2284 1.2472 0.5001
C 1.3884 1.0105 -0.4377
C 1.4478 -1.0527 0.4669
C -0.1429 -1.1571 0.2564
H 0.5660 1.4945 1.4209
H -0.3770 2.2552 0.4572
H 1.4547 1.3461 -1.5169
H 2.2127 1.4482 0.0153
H 2.0892 -1.9171 0.3846
H 1.6272 -0.6506 1.5286
H -0.3144 -1.6200 -0.7625
H -0.5822 -1.8226 0.9181
N -1.9431 0.5482 0.1403
N -0.6260 0.2462 0.2207
O -2.5204 -0.4697 -0.5109
O 1.7426 -0.3281 -0.6998
*
```

Charge distribution, natural (NBO) scheme, values in e:
1 C -0.279
2 C -0.087
3 C -0.102
4 C -0.253
5 H 0.199
6 H 0.247
7 H 0.207
8 H 0.165
9 H 0.213
10 H 0.170
11 H 0.233
12 H 0.211
13 N 0.244
14 N -0.221
15 O -0.442
16 O -0.507